[1]
{
  "formula": "C6H9N3O3",
  "method": "the ωB97M-V functional and the def2-TZVPD basis",
  "species": ["C", "C", "C", "C", "C", "C", "N", "N", "N", "O", "O", "O", "H", "H", "H", "H", "H", "H", "H", "H", "H"],
  "coordinates": [[-0.1269, 0.3767, -4.3664], [0.6209, -0.2316, -3.3788], [-0.6413, -1.1524, 3.0669], [-0.3281, -0.5476, 4.4245], [0.4642, 1.0406, 0.0794], [0.6477, 0.1420, -1.0235], [-0.9171, 1.3278, -3.9155], [-0.5654, 1.4256, -2.6125], [0.2752, 0.4238, -2.2742], [0.4266, -1.7587, 2.4478], [-0.8643, 0.4548, 4.7884], [0.8743, 0.8223, 1.2022], [-0.1883, -0.0075, -5.3519], [1.4012, -0.9739, -3.3400], [-1.4085, -1.9577, 3.2634], [-1.0095, -0.3499, 2.4201], [0.4773, -0.8185, 5.1325], [-0.2529, 1.7715, -0.0590], [1.3263, -0.7701, -0.8432], [-1.2965, 1.8266, -1.9054], [1.0851, -1.0438, 2.2452]],
  "nbo_charge": [-0.04, -0.11, -0.16, 0.39, 0.34, -0.31, -0.23, -0.20, -0.04, -0.72, -0.52, -0.63, 0.22, 0.25, 0.19, 0.20, 0.12, 0.09, 0.23, 0.44, 0.49],
  "charge": 0,
  "homo_ev": [-7.94, -7.93],
  "homo_lumo_gap_ev": [7.48, 7.48],
  "e_lumo_ha": [-0.0169, -0.0169],
  "e_tot_ev": -16976.007,
  "e_above_lowest_kj_mol": 451.66
}

[2]
{
  "formula": "C5H5NO",
  "method": "the ωB97M-V functional and the def2-TZVPD basis",
  "species": ["N", "C", "C", "O", "C", "C", "C", "H", "H", "H", "H", "H"],
  "coordinates": [[1.4657, 2.1031, -1.3738], [1.1570, 1.0480, -1.0121], [0.7702, -0.3089, -0.5843], [1.2513, -0.5677, 0.7993], [0.3372, -0.3852, 1.7272], [-0.8622, 0.1745, 0.9847], [-0.7150, -0.5208, -0.3669], [1.2646, -1.0328, -1.2316], [-0.8230, -1.5939, -0.1734], [-1.8299, 0.0716, 1.4774], [-0.6298, 1.2539, 0.9309], [-1.3860, -0.2417, -1.1774]],
  "nbo_charge": [-0.27, 0.24, -0.04, -0.46, 0.33, -0.58, -0.42, 0.25, 0.22, 0.24, 0.25, 0.24],
  "charge": 0,
  "homo_ev": -9.08,
  "homo_lumo_gap_ev": 9.59,
  "e_lumo_ha": 0.0185,
  "e_tot_ev": -8800.284,
  "e_above_lowest_kj_mol": 302.52
}

[3]
{
  "formula": "C20H24FN3O2",
  "method": "the ωB97M-V functional and the def2-TZVPD basis",
  "species": ["O", "C", "C", "C", "C", "C", "O", "N", "C", "C", "C", "C", "N", "C", "C", "N", "C", "C", "C", "C", "C", "C", "F", "C", "C", "C", "H", "H", "H", "H", "H", "H", "H", "H", "H", "H", "H", "H", "H", "H", "H", "H", "H", "H", "H", "H", "H", "H", "H", "H"],
  "coordinates": [[2.4397, 0.4890, -1.8705], [3.0874, 0.1571, -0.8827], [4.2578, 0.9628, -0.4985], [4.5597, 2.2214, -0.9570], [5.8091, 2.5603, -0.3985], [6.1865, 1.4848, 0.3478], [5.2610, 0.5175, 0.2974], [2.7579, -0.9324, -0.1520], [3.3183, -1.2847, 1.1351], [2.2419, -1.9184, 2.0262], [0.8884, -1.3002, 1.6911], [0.4574, -1.8010, 0.3074], [-0.7010, -1.0924, -0.1864], [-0.5236, 0.3350, -0.4367], [-1.6303, 0.8375, -1.3734], [-2.8885, 0.1907, -1.1070], [-3.8389, 0.7455, -0.2868], [-3.6002, 1.8688, 0.5172], [-4.5920, 2.4356, 1.2933], [-5.8692, 1.9045, 1.3157], [-6.1445, 0.7984, 0.5299], [-5.1529, 0.2497, -0.2526], [-5.5054, -0.8036, -1.0430], [-2.8409, -1.2449, -1.3201], [-1.3915, -1.7484, -1.2783], [1.7041, -1.8005, -0.6267], [3.9495, 2.8106, -1.6092], [6.3529, 3.4720, -0.5356], [7.0600, 1.2936, 0.9398], [4.1654, -1.9705, 1.0063], [3.6874, -0.3786, 1.6168], [2.4991, -1.7458, 3.0715], [2.1954, -2.9974, 1.8691], [0.1341, -1.5730, 2.4281], [0.9836, -0.2145, 1.6877], [0.1367, -2.8441, 0.4205], [0.4455, 0.5684, -0.8972], [-0.5942, 0.8533, 0.5253], [-1.7366, 1.9186, -1.2940], [-1.3612, 0.6156, -2.4114], [-2.6131, 2.3007, 0.5472], [-4.3572, 3.2994, 1.8977], [-6.6415, 2.3434, 1.9269], [-7.1300, 0.3600, 0.4991], [-3.4018, -1.7424, -0.5264], [-3.2956, -1.5087, -2.2837], [-0.8990, -1.5878, -2.2509], [-1.4071, -2.8244, -1.0925], [2.1072, -2.8159, -0.6976], [1.4307, -1.4647, -1.6280]],
  "nbo_charge": [-0.64, 0.64, 0.15, -0.23, -0.32, 0.11, -0.40, -0.43, -0.21, -0.41, -0.41, -0.03, -0.46, -0.25, -0.21, -0.45, 0.19, -0.27, -0.21, -0.25, -0.25, 0.33, -0.34, -0.20, -0.23, -0.26, 0.24, 0.23, 0.21, 0.19, 0.22, 0.22, 0.20, 0.22, 0.20, 0.20, 0.21, 0.19, 0.22, 0.20, 0.21, 0.21, 0.21, 0.22, 0.21, 0.19, 0.16, 0.21, 0.20, 0.25],
  "charge": 0,
  "homo_ev": -7.46,
  "homo_lumo_gap_ev": 8.16,
  "e_lumo_ha": 0.0257,
  "e_tot_ev": -32411.520,
  "e_above_lowest_kj_mol": 185.79
}

[4]
{
  "formula": "C19H42BClI2N2O3PS",
  "method": "the ωB97M-V functional and the def2-TZVPD basis",
  "species": ["C", "C", "C", "C", "C", "C", "C", "C", "Cl", "C", "C", "C", "I", "C", "C", "I", "P", "C", "O", "N", "C", "B", "O", "N", "C", "C", "H", "H", "H", "H", "H", "H", "H", "H", "H", "H", "H", "H", "H", "H", "H", "H", "H", "H", "H", "H", "H", "H", "H", "H", "H", "H", "H", "H", "H", "H", "H", "H", "H", "H", "H", "H", "C", "S", "O", "C", "H", "H", "H", "H", "H", "H"],
  "coordinates": [[2.2900, -1.8783, -3.0944], [1.8736, -0.4068, -3.3566], [2.0915, 0.5334, -2.1589], [0.8665, 0.8122, -1.2477], [0.6013, -0.2238, -0.1798], [-0.0360, -1.5917, -0.6511], [-1.0623, -1.5213, -1.7622], [-2.1780, -0.5092, -1.5690], [-1.8579, -3.1539, -1.8078], [1.9264, -0.6808, 0.5241], [1.7210, -1.0444, 2.0013], [1.5181, -2.5569, 2.2096], [3.1354, -3.6903, 1.3580], [1.1880, -2.9353, 3.6840], [-0.3410, -2.7613, 3.9045], [1.6138, -5.0337, 3.9989], [3.1107, -0.1018, 2.9053], [2.7142, -0.1678, 4.7283], [4.4424, -1.0309, 2.7690], [0.5349, -0.1852, 2.3145], [-0.2520, 0.2151, 1.0473], [-0.6641, 1.7535, 1.3131], [0.2585, 2.7157, 1.1722], [-1.9842, 2.1659, 1.8148], [-3.1024, 1.7189, 0.9875], [-2.1662, 1.7705, 3.2132], [1.4296, -2.5365, -3.1351], [3.0759, -2.1952, -3.7652], [2.6991, -1.9439, -2.0933], [2.5372, -0.0571, -4.1389], [0.8778, -0.3346, -3.7766], [2.9632, 0.2114, -1.5998], [2.3443, 1.5018, -2.5756], [0.0286, 0.9205, -1.9255], [1.0257, 1.7987, -0.8327], [0.7882, -2.2239, -0.9437], [-0.5173, -2.0961, 0.1795], [-0.6266, -1.4131, -2.7423], [-2.6450, -0.3186, -2.5282], [-2.9543, -0.9099, -0.9271], [-1.8359, 0.4487, -1.1957], [2.5617, -1.3234, -0.0583], [2.5121, 0.2471, 0.5712], [0.6565, -2.8549, 1.6292], [1.7589, -2.3688, 4.3987], [-0.7926, -2.2088, 3.0850], [-0.5194, -2.2170, 4.8270], [-0.8189, -3.7280, 3.9115], [2.8880, 0.8287, 5.1107], [3.3861, -0.8531, 5.2330], [1.6871, -0.4717, 4.9011], [5.0859, -0.7858, 3.4561], [0.9849, 0.7042, 2.6076], [-0.0247, -0.4294, 3.1332], [-1.1865, -0.3208, 1.1661], [-0.2040, 3.5740, 1.1057], [-4.0211, 2.0686, 1.4476], [-3.1999, 0.6305, 0.8975], [-3.0622, 2.1492, -0.0066], [-3.1443, 2.1091, 3.5323], [-1.4595, 2.3143, 3.8328], [-2.0846, 0.6881, 3.3834], [-2.5803, 2.9213, -6.3789], [-1.7248, 3.3870, -4.8708], [-0.6931, 2.3450, -4.6067], [-3.1035, 3.0541, -3.7645], [-1.8776, 3.0170, -7.2034], [-2.9219, 1.8890, -6.3039], [-3.4238, 3.5928, -6.5381], [-3.4127, 2.0132, -3.8661], [-3.9308, 3.7216, -4.0041], [-2.7679, 3.2424, -2.7462]],
  "mulliken_charge": [-1.00, -0.58, -1.07, -1.05, 3.92, -2.71, 0.51, -1.24, -0.20, -4.19, 0.61, -1.29, 0.27, -0.07, -1.00, 0.15, 0.18, -1.23, -0.48, 0.19, -2.28, 0.87, -0.66, -0.09, -0.88, -1.07, 0.21, 0.38, 0.27, 0.63, 0.15, 0.34, 0.61, 0.43, 0.78, 0.75, 0.66, 0.23, 0.49, 0.44, 0.01, 1.14, 0.82, 0.74, 0.43, 0.23, 0.22, 0.51, 0.38, 0.46, 0.34, 0.32, 0.67, 0.45, 0.23, 0.35, 0.39, 0.25, 0.16, 0.36, 0.32, 0.23, -0.97, 0.39, -0.50, -0.72, 0.34, 0.30, 0.38, 0.22, 0.48, 0.09],
  "charge": 1,
  "homo_ev": -11.03,
  "homo_lumo_gap_ev": 8.35,
  "e_lumo_ha": -0.0983,
  "e_tot_ev": -79025.025
}

[5]
{
  "formula": "C10H15ClOPReS4Sb",
  "method": "the ωB97M-V functional and the def2-TZVPD basis",
  "species": ["Re", "S", "Sb", "S", "S", "S", "Cl", "C", "C", "C", "C", "C", "C", "C", "H", "H", "H", "H", "H", "H", "C", "P", "C", "C", "O", "H", "H", "H", "H", "H", "H", "H", "H", "H"],
  "coordinates": [[-0.0597, 0.0991, 1.8205], [2.0540, 5.1650, 5.5562], [-0.0389, 5.4118, 5.2327], [-0.7246, -0.6442, 3.6070], [0.0390, 2.1605, 2.0359], [-2.1345, 5.6521, 4.9175], [0.3975, -2.5809, 1.0654], [1.5699, -1.8793, -0.0333], [1.8272, -2.4672, -1.2511], [2.7595, -1.8519, -2.0816], [3.3921, -0.6741, -1.6929], [3.1117, -0.1027, -0.4647], [2.2036, -0.7161, 0.4088], [2.0368, -0.2277, 1.8132], [1.3348, -3.3850, -1.5434], [2.9948, -2.3013, -3.0374], [4.1202, -0.2135, -2.3462], [3.6270, 0.7974, -0.1538], [2.5820, 0.6959, 1.9673], [2.3121, -0.9480, 2.5812], [-1.1683, 0.3983, -2.3613], [-2.1242, -0.1480, -0.9670], [-2.7436, -1.7916, -1.2208], [-3.4527, 0.9802, -0.6230], [-1.1512, -0.1989, 0.2796], [-1.8039, 0.4045, -3.2499], [-0.3352, -0.2864, -2.5271], [-0.7917, 1.4074, -2.1914], [-3.3884, -1.7969, -2.1029], [-3.3261, -2.1126, -0.3566], [-1.9149, -2.4809, -1.3845], [-4.1064, 1.0280, -1.4975], [-3.0628, 1.9794, -0.4275], [-4.0353, 0.6275, 0.2285]],
  "nbo_charge": [0.81, -0.21, 1.42, 0.32, 0.15, -0.22, 0.10, 0.09, -0.27, -0.12, -0.18, -0.13, -0.21, -0.57, 0.26, 0.26, 0.26, 0.24, 0.26, 0.27, -1.01, 1.94, -1.01, -1.02, -1.03, 0.30, 0.28, 0.28, 0.30, 0.29, 0.28, 0.30, 0.28, 0.28],
  "charge": 3,
  "homo_ev": -17.68,
  "homo_lumo_gap_ev": 6.31,
  "e_lumo_ha": -0.4181,
  "e_tot_ev": -86453.089,
  "e_above_lowest_kj_mol": 0.00
}

[6]
{
  "formula": "H4O2",
  "method": "the ωB97M-V functional and the def2-TZVPD basis",
  "species": ["O", "H", "H", "O", "H", "H"],
  "coordinates": [[0.3746, -0.3198, -0.9052], [0.0539, -0.1934, -1.8048], [0.9935, -1.0575, -0.9638], [-0.2844, 0.6523, 1.5475], [-1.2352, 0.6146, 1.4141], [0.0976, 0.3038, 0.7122]],
  "nbo_charge": [-0.95, 0.49, 0.48, -0.97, 0.46, 0.49],
  "charge": 0,
  "homo_ev": -10.62,
  "homo_lumo_gap_ev": 11.16,
  "e_lumo_ha": 0.0196,
  "e_tot_ev": -4159.855,
  "e_above_lowest_kj_mol": 8.06
}